Entry a
Here is an isolated molecule of C7H12N2O2 from the Open Molecules 2025 dataset. Energies are from ωB97M-V/def2-TZVPD.

CARTESIAN COORDINATES (ANGSTROEM)
C 3.4937 -1.5050 0.9893
O 2.0657 -1.7604 0.8282
N 1.5169 -0.7346 0.1580
C 0.2453 -0.8327 -0.0610
C -0.7011 -1.9400 0.1039
C -0.3092 0.4822 -0.3564
C 0.3157 1.3973 -1.3716
C -1.5582 0.8821 0.0904
C -2.2536 2.1010 -0.2953
N -2.1034 0.1657 1.1441
O -3.2556 0.4189 1.4603
H 4.0551 -1.5912 0.0409
H 3.8418 -2.1080 1.8271
H 3.5890 -0.4452 1.2656
H -0.7773 -2.2290 1.1220
H -1.7573 -1.8816 -0.3689
H -0.2670 -2.8473 -0.3847
H 0.0278 2.3341 -0.9578
H 1.3925 1.3158 -1.4541
H -0.0975 1.4563 -2.4550
H -1.8043 3.0911 -0.0487
H -2.3713 2.2939 -1.4118
H -3.2875 1.9366 0.1356

Properties
Orbital gap (spin up / spin down) ... 7.97 / 7.97 eV
SMILES ... CO/N=C(C)/C(C)=C(/C)N=O
HOMO (spin up / spin down) ... -8.5 / -8.6 eV

---

Entry b
Here is C7H12N2O2 as an isolated structure from the Open Molecules 2025 dataset. Energies are from ωB97M-V/def2-TZVPD.

CARTESIAN COORDINATES (ANGSTROEM)
C 0.7763 0.0941 -0.0065
C 2.6343 -0.6460 -0.3966
C -1.5573 0.4209 -0.5847
C -0.8196 1.7664 -0.4074
C -0.9008 -2.2964 0.8671
C 1.4314 2.2621 0.7861
C -0.9554 -1.8739 -0.6329
N -0.5780 -0.5746 -0.8906
N 0.4329 1.3233 0.1291
O 2.7528 -0.1217 -1.4647
O 2.9754 -1.3857 0.4690
H -2.2695 0.1941 0.3263
H -2.2253 0.3898 -1.4096
H -0.7103 2.4324 -1.3362
H -1.3387 2.4312 0.4558
H -1.0617 -1.3720 1.3973
H -1.6432 -3.1279 1.0510
H 0.1796 -2.6972 1.0712
H 2.3791 1.6988 0.9045
H 1.0179 2.5572 1.7737
H 1.5925 3.2137 0.2038
H -0.1832 -2.6329 -1.2678
H -1.9291 -2.0556 -1.0381

Properties
Orbital gap ... 9.28 eV
HOMO ... -8.7 eV

---

On energetic grounds, entry b is preferred over the next structure by 51.1 kcal/mol.

---

Entry a
Here is an isolated molecule of CH3NO4S from the Open Molecules 2025 dataset. Energies are from ωB97M-V/def2-TZVPD.

CARTESIAN COORDINATES (ANGSTROEM)
C 0.0893 -0.6863 -0.9058
N -3.3503 0.6653 0.1154
O -2.4494 -0.1867 -0.3586
O -4.3305 0.8011 -0.5819
O -1.3674 -2.6016 -0.0292
O -3.0583 1.2909 1.1074
S -1.0301 -1.2338 0.3939
H 0.8709 -1.3159 -0.8761
H 0.5202 0.3073 -0.6323
H -0.3430 -0.8972 -1.8610

Properties
Orbital gap ... 9.93 eV
HOMO ... -10.9 eV

---

Entry b
Here is an isolated molecule of CH3NO4S from the Open Molecules 2025 dataset. Energies are from ωB97M-V/def2-TZVPD.

CARTESIAN COORDINATES (ANGSTROEM)
C -0.7322 -1.8804 -0.3513
N -0.7047 0.2586 0.4788
O -0.8953 -2.6830 -1.1978
O 1.2924 1.7788 -1.1751
O 1.2538 1.2636 1.4554
O -1.3783 -0.6822 -0.2918
S 0.9266 0.5018 0.3239
H -0.0885 -1.8289 0.5124
H -1.2133 0.6134 1.2228
H 1.5393 2.6584 -0.9772

Properties
Orbital gap ... 10.39 eV
HOMO ... -10.6 eV

---

On energetic grounds, entry b is preferred over the next structure by 35.0 kcal/mol.

---

Entry a
Here is an isolated molecule of C6H8N3P from the Open Molecules 2025 dataset. Energies are from ωB97M-V/def2-TZVPD.

CARTESIAN COORDINATES (ANGSTROEM)
C 2.3456 -0.9083 0.5930
P 0.6549 -1.2232 0.0751
N 0.5602 -1.8704 -1.2713
N -0.1337 0.3118 0.0021
C 0.2480 1.5753 -0.1997
C -0.7929 2.4398 -0.3014
C -1.9452 1.5951 -0.1072
C -1.5078 0.3180 0.0964
C -2.2096 -0.8419 0.4470
N -2.8114 -1.8107 0.5663
H 2.9714 -0.7900 -0.4528
H 2.8158 -1.7138 1.1226
H 2.3648 0.0312 1.0497
H -0.0526 -1.7935 1.2218
H -0.0441 -2.6421 -1.5342
H 1.2756 1.7773 -0.4803
H -0.7626 3.4879 -0.5732
H -2.9765 2.0576 -0.2539

Properties
Orbital gap ... 9.86 eV
SMILES ... C[P@H](=N)n1cccc1C#N
HOMO ... -9.1 eV

---

Entry b
Here is an isolated molecule of C6H8N3P from the Open Molecules 2025 dataset. Energies are from ωB97M-V/def2-TZVPD.

CARTESIAN COORDINATES (ANGSTROEM)
C -2.1955 0.2684 0.1930
C -1.0787 0.9473 0.6286
C -0.8796 -1.8134 0.0444
C 0.2658 -1.0515 0.2246
C -2.1318 -1.1527 -0.3438
C 0.2348 0.3889 0.4642
N 1.4491 -1.7468 0.2817
N 2.5724 -1.2453 0.1965
N 3.0894 -0.1022 0.1543
P 4.7246 0.3230 -0.1085
H -3.0913 0.8015 0.2838
H -1.1024 1.9846 1.0232
H -0.9232 -2.8568 0.0349
H -2.9124 -1.8812 0.0242
H -2.2121 -1.2155 -1.5644
H 1.0978 0.9208 0.5634
H 4.3861 1.8490 0.0505
H 4.5681 0.6008 -1.5143

Properties
Orbital gap (spin up / spin down) ... 6.35 / 7.73 eV
HOMO (spin up / spin down) ... -7.2 / -8.2 eV

---

On energetic grounds, entry a is preferred over the next structure by 110.9 kcal/mol.

---

Entry a
Here is a 2-piece molecular cluster, C2H10NOS overall from the Open Molecules 2025 dataset. Energies are from ωB97M-V/def2-TZVPD.

CARTESIAN COORDINATES (ANGSTROEM)
C -0.4976 0.0248 -1.1435
C 0.9355 0.5078 -1.2076
S 1.6686 0.0892 0.3957
N -1.2581 0.7320 -0.0424
H -0.4339 -1.0364 -0.9287
H -1.1046 0.0906 -2.0422
H 0.9954 1.5553 -1.4690
H 1.4224 0.0521 -2.0689
H 2.7154 0.8980 0.2523
H -1.5412 1.6279 -0.3825
H -0.6382 0.7364 0.7824
H -2.0195 0.1316 0.2814
H -0.3210 -2.3842 2.0479
H 0.4239 -1.4900 3.0460
O -0.3470 -1.5352 2.4789

Properties
Orbital gap ... 10.18 eV
Charge ... +1
HOMO ... -13.6 eV

---

Entry b
Here is a 2-piece molecular cluster, C2H10NOS overall from the Open Molecules 2025 dataset. Energies are from ωB97M-V/def2-TZVPD.

CARTESIAN COORDINATES (ANGSTROEM)
C -0.3533 0.8440 0.2246
C -0.7702 -0.6811 0.0336
S -2.0647 -0.7397 -1.3933
N 1.1165 1.0698 0.3366
H -0.6050 1.2372 -0.7409
H -0.6671 1.1240 1.1960
H 0.0714 -1.3511 -0.2381
H -1.2108 -1.0350 0.9619
H -3.0982 -1.1399 -0.5761
H 1.3449 1.9528 0.7909
H 1.8082 0.4208 0.8175
H 1.4792 1.1749 -0.5844
H 3.0287 -0.3422 2.4268
H 3.9933 0.6349 1.6554
O 3.2271 0.0865 1.5848

Properties
Orbital gap ... 9.25 eV
Charge ... +1
HOMO ... -12.9 eV

---

Entry c
Here is a 2-piece molecular cluster, C2H10NOS overall from the Open Molecules 2025 dataset. Energies are from ωB97M-V/def2-TZVPD.

CARTESIAN COORDINATES (ANGSTROEM)
C -0.3061 0.6188 -0.6545
C 0.9646 1.3687 -0.1436
S 0.4609 1.9775 1.4951
N -1.0243 -0.1400 0.4674
H -1.2561 1.1701 -0.9369
H 0.0533 -0.1803 -1.2597
H 1.9162 0.8194 -0.1918
H 1.0415 2.1482 -0.7315
H 1.4944 2.8240 1.5341
H -1.7073 0.5248 0.8548
H -1.5243 -0.9519 0.1334
H -0.5085 -0.3655 1.3560
H -0.2549 -3.8690 -0.3262
H 0.6513 -3.0044 -1.1249
O -0.0006 -2.9405 -0.4717

Properties
Orbital gap ... 10.24 eV
Charge ... +1
HOMO ... -13.6 eV

---

On energetic grounds, entry a is preferred over the next structure by 13.5 kcal/mol.

---

Entry a
Here is a 2-piece molecular cluster, C3H5FO2 overall from the Open Molecules 2025 dataset. Energies are from ωB97M-V/def2-TZVPD.

CARTESIAN COORDINATES (ANGSTROEM)
C 1.8300 -0.8494 -0.1832
C -0.5656 1.1759 0.5042
C -0.6998 -0.2106 -0.0114
O 2.5632 0.0643 -0.0036
O -1.1918 -0.3840 -1.2539
F -1.1317 -1.1571 0.8664
H 2.1113 -1.8905 -0.3809
H 0.3258 1.6420 0.0838
H -0.4697 1.1493 1.5855
H -1.4309 1.7809 0.2244
H -1.3408 -1.3208 -1.4315

Properties
Orbital gap (spin up / spin down) ... 7.65 / 7.64 eV
HOMO (spin up / spin down) ... -7.1 / -7.1 eV

---

Entry b
Here is C3H5FO2 as an isolated structure from the Open Molecules 2025 dataset. Energies are from ωB97M-V/def2-TZVPD.

CARTESIAN COORDINATES (ANGSTROEM)
C -2.3098 0.2152 0.1312
C 0.1512 -0.6691 0.8958
C -0.4801 -0.0388 -0.3559
O -2.7192 0.7550 1.0540
O -0.4283 -0.8274 -1.4795
F -3.1895 -0.4534 -0.7372
H -0.4037 -1.4659 1.2614
H 0.2081 -0.1155 1.7396
H 1.2542 -0.8688 0.6227
H -0.0913 1.0302 -0.5321
H -1.1341 -1.4568 -1.5424

Properties
Orbital gap ... 11.14 eV
HOMO ... -10.4 eV

---

Entry c
Here is an isolated molecule of C3H5FO2 from the Open Molecules 2025 dataset. Energies are from ωB97M-V/def2-TZVPD.

CARTESIAN COORDINATES (ANGSTROEM)
O 1.7005 0.0846 -0.1362
C 0.5259 -0.1203 0.0428
C -0.5134 0.8724 -0.1666
O -0.0408 2.1535 -0.6182
C -0.0190 -1.3381 0.6696
F -1.3310 -1.6079 0.2622
H -1.1044 0.3676 -1.0332
H -1.2221 0.9528 0.6535
H 0.3748 2.0660 -1.4341
H 0.7810 -2.1863 0.4776
H -0.0887 -1.1175 1.7373

Properties
Orbital gap ... 10.89 eV
SMILES ... O=C(CO)CF
HOMO ... -10.2 eV

---

On energetic grounds, entry c is preferred over the next structure by 4.2 kcal/mol.

---

Entry a
Here is an isolated molecule of C4H2N2S from the Open Molecules 2025 dataset. Energies are from ωB97M-V/def2-TZVPD.

CARTESIAN COORDINATES (ANGSTROEM)
C 1.2971 -1.3294 0.5890
C -1.1525 -0.3654 -0.8156
C 0.4350 1.1389 0.5073
C 0.6081 -0.1626 0.3087
N 1.7617 -2.3876 0.6538
N -1.6495 0.7433 -1.0165
S -0.9791 2.0195 -0.1336
H -1.4508 -1.3560 -1.0763
H 1.1300 1.6994 0.9832

Properties
Orbital gap ... 9.55 eV
HOMO ... -9.5 eV

---

Entry b
Here is a 2-piece molecular cluster, C4H2N2S overall from the Open Molecules 2025 dataset. Energies are from ωB97M-V/def2-TZVPD.

CARTESIAN COORDINATES (ANGSTROEM)
C 1.4988 -1.3371 -0.0044
N 2.3759 -0.5639 -0.0373
S 3.4763 0.5048 -0.0451
H 0.8399 -2.1474 -0.0003
C -0.4766 1.2621 0.0745
C -1.5589 0.7361 0.0318
C -2.7935 0.1571 -0.0246
N -3.8272 -0.3361 -0.1081
H 0.4652 1.7246 0.1134

Properties
Orbital gap ... 9.43 eV
SMILES ... C#[N+][S-].C#CC#N
HOMO ... -9.1 eV

---

Entry c
Here is an isolated molecule of C4H2N2S from the Open Molecules 2025 dataset. Energies are from ωB97M-V/def2-TZVPD.

CARTESIAN COORDINATES (ANGSTROEM)
C 1.2001 0.8521 -0.0045
C 0.9222 -0.4865 0.0118
C -0.4700 -0.6476 0.0178
C -1.1827 0.5338 0.0153
S -0.1870 1.9002 -0.0045
N -2.5031 -0.6871 -0.0171
N -1.6122 -1.5053 -0.0099
H 2.1703 1.3030 -0.0239
H 1.6624 -1.2626 0.0151

Properties
Orbital gap ... 8.59 eV
SMILES ... c1cc2c(s1)N=N2
HOMO ... -8.9 eV

---

On energetic grounds, entry a is preferred over the next structure by 23.4 kcal/mol.

---

Entry a
Here is a 2-piece molecular cluster, C2HClO3 overall from the Open Molecules 2025 dataset. Energies are from ωB97M-V/def2-TZVPD.

CARTESIAN COORDINATES (ANGSTROEM)
O 2.0570 0.5849 0.5432
C 2.4145 0.2169 -0.5123
O 2.7273 -0.1314 -1.5899
O -0.6074 1.5876 -1.9246
C -0.2958 0.4344 -1.7395
Cl -0.9321 -0.5597 -0.4891
H 0.4186 -0.0869 -2.3327

Properties
Orbital gap ... 11.67 eV
SMILES ... O=C=O.O=CCl
HOMO ... -11.3 eV

---

Entry b
Here is a 2-piece molecular cluster, C2HClO3 overall from the Open Molecules 2025 dataset. Energies are from ωB97M-V/def2-TZVPD.

CARTESIAN COORDINATES (ANGSTROEM)
O 0.6677 -2.8839 0.4132
C 0.6247 -1.9813 -0.2999
O 0.6380 -1.0504 -0.9863
O -0.8252 0.4659 0.9561
C -0.5043 1.2934 0.1617
Cl -0.3406 2.9839 0.6125
H -0.2604 1.1723 -0.8573

Properties
Orbital gap ... 11.85 eV
SMILES ... O=C=O.O=CCl
HOMO ... -11.3 eV

---

On energetic grounds, entry b is preferred over the next structure by 3.2 kcal/mol.